No. 1
21
Properties=species:S:1:pos:R:3 method="wB97M-V/def2-TZVPD" homo_lumo_gap_ev=9.46 fmax_ha_per_bohr=0.097 e_tot_ev=-22035.794 relative_energy_kj_mol=0.00 total_charge=+1
C 2.90692 0.36410 -0.81890
N -0.66624 0.66977 1.13132
C -0.38951 -1.17275 -0.30802
N 1.51015 1.59894 0.73465
F -3.23762 -0.93901 -0.81830
F -3.26326 0.97238 0.28404
N 0.76082 -0.26243 -0.30736
H 3.25749 2.29271 -0.01002
H -0.97665 1.45536 1.87417
H 2.01670 -1.38532 -1.62508
H -0.15541 -2.14215 0.03618
C 0.54887 0.71480 0.57324
C -2.53251 0.07440 -0.38166
H 3.89220 0.27699 -1.29681
H -1.95096 -1.18187 2.49518
F -1.87043 0.59488 -1.43436
O -2.18978 -1.11540 1.55015
H -0.68267 -1.28543 -1.29722
C 1.92103 -0.59811 -0.96333
C 2.59293 1.46360 0.00224
C -1.49206 -0.39545 0.57987



No. 2
17
Properties=species:S:1:pos:R:3 method="wB97M-V/def2-TZVPD" homo_lumo_gap_ev=9.04 fmax_ha_per_bohr=0.075 e_tot_ev=-13066.571 relative_energy_kj_mol=187.15 total_charge=0
H -2.21700 0.21160 -0.91470
C 0.32900 -1.52192 -0.17922
H -0.46670 -1.40054 1.77106
H 0.49161 -2.74561 1.24091
H -1.26883 2.19522 -0.29400
H -0.44738 -1.31616 -2.02139
C 3.09895 0.72282 -0.03375
H 1.57236 -0.13301 1.06899
C 1.75634 0.54695 0.21965
H 1.34704 2.31498 -0.59886
C -0.63696 1.27326 -0.28831
N 4.23039 0.85422 -0.10403
F 1.11188 -2.56954 -0.69340
N 0.28757 -1.76447 1.13677
C 0.84402 1.40981 -0.22434
C -1.19709 0.19651 -0.83368
C -0.46774 -0.94560 -1.07900



No. 3
18
Properties=species:S:1:pos:R:3 method="wB97M-V/def2-TZVPD" homo_lumo_gap_ev=9.15 fmax_ha_per_bohr=0.076 e_tot_ev=-23905.241 relative_energy_kj_mol=78.87 total_charge=0
H -0.02970 2.29193 -0.30295
H -3.57884 0.21258 0.19093
C 0.16419 0.15497 -0.47038
H 0.01639 -1.95753 -0.58634
N 2.08682 -0.55536 1.39007
C -0.51805 -1.01197 -0.44699
C 2.54739 -0.26254 0.07562
H 1.10625 -0.50910 1.50984
F -2.66989 -2.02614 -0.33897
H 2.68169 -0.64336 2.16404
H -2.53390 2.25009 0.23198
C -0.56092 1.35430 -0.27370
C -1.91450 1.39611 0.00973
S 4.12042 -0.45964 -0.52317
C -1.89431 -0.92984 -0.24591
C -2.57955 0.19935 0.01753
N 1.56665 0.28384 -0.74014
H 1.98984 0.21233 -1.66119